C14H35IrN4O4PS3 as an isolated structure. Source: the OMol25 dataset; level of theory: the ωB97M-V functional and the def2-TZVPD basis.

CARTESIAN COORDINATES (ANGSTROEM)
H: -3.9900 0.1856 1.4047
H: 2.1894 0.0786 5.4699
C: 2.8738 0.5088 4.7391
H: 3.9902 1.3725 1.9226
H: -2.3494 -1.9165 -4.7154
H: 3.8947 0.2378 5.0114
S: -0.9950 -2.2567 -2.2880
Ir: -0.2384 0.6974 0.7216
C: -2.4771 1.0908 3.3653
H: 1.1902 -2.6794 1.8057
C: 3.2722 -0.3620 -1.8247
H: -1.7048 -1.5488 1.4399
N: -2.0450 -0.6005 1.5785
S: 1.4698 -0.3433 -2.2331
N: -2.1115 1.3000 -0.5455
H: 3.4896 2.3534 0.5240
H: -3.5376 1.3102 3.2775
C: -2.1488 -3.1963 -3.1340
H: -3.3524 -3.3130 -4.7710
H: -3.2510 -4.9106 -3.0650
C: -2.1804 -0.3660 3.0250
H: -1.6870 1.3575 -1.4673
P: 1.4799 0.3123 2.4342
H: 1.6476 1.6314 -3.5632
H: -3.0964 3.9219 1.4127
H: 2.4816 -2.5814 0.5860
O: 2.6512 -0.0656 3.4489
H: 3.1869 -0.8334 -4.5554
C: 3.2870 2.1258 1.5697
H: -3.8104 -1.4029 0.7008
C: -2.6386 2.6383 -0.2426
S: -1.5834 2.3289 2.3384
C: -3.3086 -0.4378 0.8305
H: -4.0174 0.4574 -0.9935
N: -2.5638 -4.3326 -2.5999
H: 4.9970 -0.0312 -3.0913
H: 2.7718 1.5942 4.7232
H: -1.2498 -0.6655 3.5096
C: 3.9980 0.3746 -2.9422
C: 3.1552 0.2001 -4.2034
H: 4.1016 1.4358 -2.7101
H: -3.8622 2.3452 1.5280
C: -2.9516 2.8571 1.2299
C: -3.0546 0.1696 -0.5587
H: 0.9926 0.2864 -4.5374
O: 1.8488 -0.7810 1.2694
H: 3.3960 0.0813 -0.8390
H: 3.5585 -1.4122 -1.7845
H: 3.4010 3.0346 2.1610
O: 1.9258 1.6682 1.6890
N: -2.6630 -2.7658 -4.2743
C: 1.7430 0.5736 -3.8053
H: -3.5578 2.8410 -0.8069
H: -2.1867 1.2838 4.3958
O: 0.7891 0.6507 -1.3168
H: -1.8886 3.3676 -0.5607
H: -2.9906 -0.9743 3.4484
H: -2.1550 -4.6868 -1.7493
H: 3.5130 0.8361 -5.0138
C: 2.1046 -2.1619 1.5168
H: -2.6054 -0.6066 -1.1842
H: 2.8526 -2.2741 2.3007

As for the total energy: -2713.6696 Eh. As for the total charge: +3. The calculation puts the energy above the lowest of the compared OMol25 structures with the same formula, charge and spin at 680.9 kJ/mol.

***

The molecule C17H16FN3O. Source: the OMol25 dataset; level of theory: the ωB97M-V functional and the def2-TZVPD basis.

CARTESIAN COORDINATES (ANGSTROEM)
H: -1.3809 1.6641 5.3439
C: 2.9760 0.8408 -1.9609
O: 0.9172 -3.6527 -1.5568
C: -0.2516 -1.5987 1.1063
C: 2.8892 0.5136 -0.6185
N: -0.0025 -1.5885 2.3833
N: -0.9867 -0.5229 0.6715
H: -2.5916 -0.1637 -0.5819
C: 1.5562 -1.3951 -1.2206
H: -2.3983 1.1431 -2.8435
H: 3.3780 1.1323 0.1172
H: 1.2369 -1.7049 -3.3081
H: -1.2814 -1.1420 -1.2703
N: 0.0965 -2.6528 0.2754
H: -2.4325 1.9260 1.2075
C: 2.1744 -0.6118 -0.2495
H: -1.2411 1.8694 -0.7444
C: -1.9618 1.9001 3.3003
H: -0.1580 -3.5721 0.6164
C: -0.6340 0.0639 4.1538
H: -0.1485 -0.4572 4.9627
C: -0.9049 0.9865 -1.2889
H: -2.5029 2.8123 3.5030
H: 2.1183 -0.8878 0.7922
C: 1.6894 -1.0636 -2.5672
C: -0.5873 -0.4440 2.8614
C: -1.9225 1.4135 2.0085
C: 0.8417 -2.6546 -0.8739
H: -0.8949 1.9977 -3.1918
C: -1.3155 1.0982 -2.7507
C: -1.2188 0.2387 1.7962
H: 2.4938 0.3439 -3.9828
H: 0.1817 0.9482 -1.2134
H: -0.9565 0.2398 -3.3136
C: -1.5022 -0.2701 -0.6486
F: 3.6585 1.9445 -2.3198
C: -1.3236 1.2412 4.3521
C: 2.3901 0.0645 -2.9465

As for the total energy: -996.8389 Eh. The SMILES is CCCn1c(NC(=O)c2ccc(F)cc2)nc2ccccc21. As for the total charge: 0.

***

The molecule C5H9B. Source: the OMol25 dataset; level of theory: the ωB97M-V functional and the def2-TZVPD basis.

CARTESIAN COORDINATES (ANGSTROEM)
H: -1.3437 -0.4669 0.6794
C: -2.3415 1.6336 -1.4773
C: 0.7648 -0.5116 0.4085
C: -0.5024 -0.2620 0.1385
H: -2.8878 1.8925 -0.5346
H: -2.0135 2.5165 -2.0817
H: 3.1879 -1.9279 2.1842
H: -0.3118 0.8329 -1.9809
C: 1.3443 -1.3952 1.3588
H: 0.7543 -2.2548 1.7005
H: 3.2384 -0.6099 1.1280
H: 1.4940 0.0645 -0.0148
C: 2.6458 -1.2570 1.6271
B: -1.0490 0.7009 -1.0814
H: -2.9800 1.0444 -2.0544

As for the total energy: -220.6567 Eh. The SMILES is C=C/C=C/BC. As for the total charge: 0. The calculation puts the energy above the lowest of the compared OMol25 structures with the same formula, charge and spin at 198.1 kJ/mol.

***

C25H28BMnN7O2 as an isolated structure. Source: the OMol25 dataset; level of theory: the ωB97M-V functional and the def2-TZVPD basis.

CARTESIAN COORDINATES (ANGSTROEM)
H: 5.3384 0.6590 1.6384
H: 4.5881 1.3875 3.0926
H: -1.7414 -2.5468 1.2500
C: 2.0076 0.2055 2.5861
H: -3.4820 -2.5180 0.7942
H: 4.6617 -1.5154 1.2397
C: -1.0263 0.3652 3.4051
O: -0.3197 0.4154 0.3467
H: -3.3395 -2.8332 -2.0659
H: -2.4172 -1.1315 0.3679
H: 2.4802 2.2928 3.1443
C: -1.7191 2.4861 -2.5578
B: -0.0597 -0.2767 -4.2098
H: 4.0397 1.8791 1.4296
H: 2.7229 -0.7094 -4.8661
H: -2.1160 2.8573 -1.6127
H: 0.2540 -0.3484 -5.3775
C: 3.6684 -1.3159 1.6206
H: 4.5086 -0.5180 -2.7557
C: -1.6885 3.0907 -3.8322
H: -1.0701 -0.0943 5.5164
H: -0.8184 2.1805 -5.7200
N: -1.8391 -1.5252 -2.7593
H: 0.8552 2.0376 2.5347
H: -2.5686 1.7636 6.1141
C: -1.5427 -2.3869 -4.7915
Mn: -0.6549 -0.4519 -1.4046
C: 4.3819 1.0325 2.0609
H: -2.0690 4.0718 -4.1130
H: -2.8716 -1.4224 2.0845
C: 2.6053 -0.1510 -1.6182
C: 1.0668 -0.8742 2.5945
C: -1.5500 1.2109 2.3837
H: 3.0278 -3.3333 1.2753
C: -2.4317 2.2467 2.7600
C: -1.4230 0.5714 4.7381
H: -3.0842 -3.9856 -4.5830
C: -1.0626 2.1558 -4.6586
H: -3.4571 3.2574 4.3572
C: -2.6790 -2.5642 -2.8899
C: 3.3227 -0.0397 2.0927
H: -0.6387 -1.6754 3.5089
N: -0.7507 1.0734 -3.9009
N: 1.2748 -0.3278 -3.3568
C: -2.6280 -1.9047 1.1242
H: -2.8726 2.8949 2.0119
C: -1.3703 0.9772 0.9232
H: -1.1098 -2.4598 -5.7886
C: -2.2764 1.6174 5.0822
C: 2.7473 -2.3525 1.6369
H: 2.8687 0.0019 -0.5718
H: 0.7738 -2.9683 2.1407
N: -0.2593 -0.7959 3.1247
C: -2.7767 2.4576 4.0940
C: 2.5420 -0.5214 -3.8084
O: -2.3974 1.2588 0.1553
N: -1.1200 -1.4214 -3.9331
C: 1.6472 1.5677 3.1423
C: -2.5343 -3.1421 -4.1675
C: 1.4690 -2.1360 2.1274
H: 1.3213 1.4643 4.1986
C: 3.4239 -0.4212 -2.7336
N: -1.1493 1.2717 -2.6207
N: 1.3199 -0.0825 -1.9991

As for the total energy: -2678.5686 Eh. As for the total charge: +2. Its spin multiplicity is 6.

***

The molecule C5H8O2. Source: the OMol25 dataset; level of theory: the ωB97M-V functional and the def2-TZVPD basis.

CARTESIAN COORDINATES (ANGSTROEM)
H: -0.5484 -2.2685 0.4408
H: 2.0603 1.5574 1.3348
C: 0.0621 -0.9694 -1.2261
O: 1.3993 0.8626 1.4529
H: 0.8440 0.8167 -1.7455
O: 1.0460 0.2865 -0.9542
C: 0.4440 0.9497 0.4925
C: -1.2162 -0.1604 -0.8337
H: -1.3985 0.7786 -1.3859
H: 0.1320 1.9846 0.2896
C: -0.6240 -0.0798 0.5913
H: 1.0929 -1.5866 0.6900
C: 0.1021 -1.4131 0.2528
H: -1.2691 0.0041 1.4689
H: -2.1263 -0.7625 -0.8682

As for the total energy: -345.6173 Eh. As for the total charge: 0. The calculation puts the energy above the lowest of the compared OMol25 structures with the same formula, charge and spin at 492.6 kJ/mol.

***

An isolated ion of composition C6H12N3O and charge +1. Source: the OMol25 dataset; level of theory: the ωB97M-V functional and the def2-TZVPD basis.

CARTESIAN COORDINATES (ANGSTROEM)
H: 1.6175 2.1574 -1.4820
H: -4.7553 0.0751 0.4445
N: -2.7491 0.2378 0.1970
H: 2.1389 0.7110 1.9131
C: -0.1003 -1.6117 -0.9400
H: 0.5683 -2.0642 -1.5346
C: -1.6159 0.1497 0.4017
N: 1.8132 0.3630 -0.8460
H: 1.6606 2.0787 0.4536
H: 3.4880 0.4711 0.8917
H: 2.4520 -1.4150 -0.1994
H: -4.0623 0.4280 -1.2122
H: -4.2283 1.6379 0.1418
O: -0.4919 -0.0383 0.7641
C: -4.0688 0.6299 -0.2010
N: 1.8791 -0.5918 0.1978
H: -0.2793 -0.6745 -1.5986
C: 1.6541 1.5436 -0.5850
H: 3.0116 -0.7070 2.1356
H: -0.9640 -2.1794 -0.7588
C: 0.4208 -1.1404 0.4707
C: 2.6109 -0.0609 1.3459

As for the total energy: -474.8345 Eh. As for the total charge: +1. The calculation puts the energy above the lowest of the compared OMol25 structures with the same formula, charge and spin at 831.0 kJ/mol.

***

The records above give, respectively, strongest force on any atom values of 6.54 0.72 4.68 5.73 0.91 4.96 eV/A.